The following is a quantum chemistry calculation of an isolated molecule of C8H13N3O3S2 at a distorted geometry, from OMol25.

```
29
Properties=species:S:1:pos:R:3:forces:R:3
C 0.721 2.056 -4.790 5.311 -2.684 0.310
C 1.044 1.528 -3.357 -4.831 3.409 1.060
C -0.036 1.830 -2.463 4.532 -1.183 -3.246
C -0.008 1.318 -1.119 0.482 -1.110 1.164
S -0.484 -0.474 -1.296 -0.367 1.039 0.147
C -0.426 -1.077 0.337 1.215 -2.458 0.251
N -0.041 -0.505 1.447 -0.677 -0.492 1.303
C 0.154 -1.571 2.340 -0.200 -0.868 -5.015
O 0.660 -1.363 3.536 -0.527 1.161 2.137
S 0.491 0.208 4.081 4.065 3.648 3.253
C -1.255 0.719 4.073 -1.449 -0.267 -0.103
O 0.926 0.270 5.510 -1.769 -1.542 -3.124
O 1.358 1.083 3.280 -2.170 -1.787 0.385
N 0.035 -2.791 1.791 -0.781 1.998 -0.612
N -0.400 -2.452 0.480 -0.078 -0.168 -0.378
C -0.405 -3.433 -0.695 2.826 -1.593 3.264
H 1.061 1.262 -5.523 -0.461 0.801 0.581
H -0.232 2.283 -5.004 -3.666 0.484 -0.123
H 1.301 2.925 -5.061 0.484 0.357 0.111
H 2.053 1.269 -3.004 -0.732 -0.454 -0.383
H -0.856 2.446 -2.764 -0.528 -0.160 -0.532
H 0.995 1.340 -0.703 0.043 -0.112 0.208
H -0.668 1.860 -0.485 -0.626 0.058 0.748
H -1.710 0.538 5.095 1.076 0.326 -1.021
H -1.334 1.820 3.776 0.498 -1.701 0.379
H -1.871 0.088 3.389 0.734 0.628 0.175
H -0.970 -4.358 -0.497 0.002 0.636 0.451
H 0.701 -3.804 -0.812 -2.017 0.945 -0.147
H -0.803 -3.017 -1.562 -0.391 1.089 -1.243
```
Positions in Å, forces in eV/Å.

Properties
- spin multiplicity = 1
- HOMO energy (eV) = -8.8477
- energy above the lowest of the compared OMol25 structures with the same formula, charge and spin (eV) = 2.798
- structure (SMILES) = C/C=C/CSc1nc(OS(C)(=O)=O)nn1C
- LUMO level (eV) = 0.520

These are the natural (NBO) partial charges, in e, on atoms 1 to 6: atom 1 (C): -0.634, atom 2 (C): -0.149, atom 3 (C): -0.227, atom 4 (C): -0.521, atom 5 (S): 0.258, atom 6 (C): 0.219